The following is a quantum chemistry calculation of a molecular structure, C2H3I3O2, from the OMol25 dataset.

The geometry in XYZ format:
```
10
Properties=species:S:1:pos:R:3:forces:R:3
H 0.456403 -0.670376 -1.925860 1.435 0.954 4.415
H -0.625582 -0.414146 2.030792 0.588 2.077 -1.744
C -0.452241 0.156810 0.087936 0.193 -0.840 0.930
I 2.249464 1.142476 -0.427846 1.012 -0.097 0.011
H -0.720436 2.056806 0.097003 -0.092 -0.856 -0.464
O -0.642751 1.316069 -0.549236 -0.879 1.532 -0.044
I 1.460753 -2.324512 0.133816 0.206 -0.130 0.394
O -0.438663 0.427643 1.463470 -0.448 -2.389 0.846
I -2.155408 -1.258049 -0.411822 0.416 0.356 0.200
C 0.868461 -0.432724 -0.498254 -2.429 -0.608 -4.543
```
Forces are in eV/Å.

Calculated values
Calculated total energy in eV: -30517.347
Highest occupied orbital energy in eV: -9.17
Spin multiplicity: 1

***

The following is a quantum chemistry calculation of a molecular structure, C26H23MnN3O2, from the OMol25 dataset.

The geometry in XYZ format:
```
55
Properties=species:S:1:pos:R:3:forces:R:3
H -0.922641 -5.852754 -1.398330 -0.007 0.003 0.004
H -1.626350 3.901431 2.184855 0.023 0.004 0.005
N -2.307109 -7.268307 -4.246139 0.007 0.010 0.001
C 0.546252 4.035539 -0.472282 -0.109 -0.366 0.094
C 2.894237 -0.880188 -1.441474 -0.025 -0.023 0.013
C -3.130263 -0.596688 -1.173761 -0.081 -0.100 0.016
H -3.586034 -1.485403 -1.580779 -0.005 0.018 0.026
H 3.758761 3.458464 3.855520 -0.015 -0.011 0.009
H 1.723052 -2.581713 -2.239042 0.017 0.025 -0.003
C -0.034222 0.974949 2.382405 -0.114 -0.102 0.042
H -4.831087 0.706079 -0.616957 0.013 0.001 -0.021
C -1.691332 -4.978052 -3.197778 -0.066 -0.181 -0.112
C -1.047337 -2.534777 -2.064236 0.032 0.164 0.012
H 0.754690 5.092265 -0.639481 0.016 0.046 -0.058
H 3.024929 1.124369 -0.467091 -0.017 -0.002 0.002
H 3.331089 0.687241 2.435693 -0.017 0.008 0.009
C 2.351077 1.152618 2.470023 0.066 -0.030 0.002
C -1.943924 -3.803082 -3.899994 -0.002 0.031 -0.015
H -0.926506 0.357505 2.358094 -0.015 0.021 -0.050
H 3.349035 4.379688 2.414178 -0.006 -0.008 0.000
C 2.443720 0.288952 -0.827191 -0.046 -0.024 -0.009
H -0.334125 -3.672537 -0.387822 -0.010 0.007 -0.010
N 1.101959 0.285233 -0.727085 -0.001 0.149 -0.193
H -1.821875 -1.664829 -3.869903 0.009 -0.005 0.003
O -0.637215 3.624390 -0.247022 0.246 0.204 0.007
C -0.703261 -1.224063 -1.447168 0.001 -0.089 -0.072
H -2.318385 2.298954 2.494003 0.017 -0.008 0.004
C -3.771083 0.526114 -0.680262 0.034 0.032 -0.016
C -0.786889 -3.711001 -1.370782 0.037 -0.088 -0.013
C -1.516647 2.985612 2.764865 0.016 -0.024 0.029
H 3.922135 -1.131471 -1.643044 -0.015 0.002 -0.007
C -0.160869 2.355952 2.574734 -0.158 0.128 0.048
N -1.551574 0.867312 -0.478547 0.092 0.206 -0.049
C 1.764571 -1.623639 -1.745437 0.110 -0.101 -0.054
O 1.471559 3.166321 -0.478823 -0.166 0.183 0.109
C -2.765866 1.407573 -0.275547 -0.041 -0.072 0.031
H 2.123877 -1.386950 1.459479 0.002 0.013 0.012
H 0.914607 4.195886 2.798673 0.003 -0.021 0.023
C 0.999645 3.121168 2.670197 0.001 0.056 0.020
C 2.260129 2.533755 2.636035 0.065 0.037 0.002
C -1.626261 -2.582349 -3.329644 -0.051 -0.021 0.017
C 1.220067 0.356409 2.343159 0.064 -0.046 -0.091
H -2.386832 -3.852024 -4.885129 0.003 0.011 0.004
C -2.032851 -6.253768 -3.784011 0.044 0.174 0.077
C -1.114383 -4.933026 -1.933402 0.042 -0.014 0.077
C 0.644777 -0.895203 -1.308523 -0.011 -0.019 0.186
H 0.396859 -1.561369 1.805365 -0.008 0.028 0.010
Mn 0.089840 1.779812 -0.062968 0.086 -0.225 -0.149
C -1.742701 -0.384892 -1.056652 -0.047 0.002 0.064
H -1.651229 3.242164 3.816839 -0.004 0.003 -0.001
C 3.497825 3.371567 2.799199 -0.019 -0.025 -0.044
H 1.572759 -1.610913 3.116890 0.002 0.013 -0.003
H -2.871089 2.396615 0.143380 0.009 0.006 -0.015
C 1.332127 -1.132284 2.165716 0.010 0.020 0.029
H 4.350361 2.927342 2.287005 -0.010 -0.003 -0.002
```
Forces are in eV/Å.

Calculated values
Charge: +1
Calculated total energy in eV: -67216.283
Highest occupied orbital energy (alpha / beta) in eV: -11.43 / -11.41
Spin multiplicity: 5

***

The following is a quantum chemistry calculation of a molecular structure, C16H24FeN7O2, from the OMol25 dataset.

The geometry in XYZ format:
```
50
Properties=species:S:1:pos:R:3:forces:R:3
H 1.884370 -2.161108 0.557413 -0.015 0.021 -0.019
C -0.057364 3.845377 -0.999203 0.069 0.017 0.074
H 4.018541 2.101622 1.212884 0.000 0.011 -0.015
O -2.093253 -1.647336 1.092074 0.030 0.228 -0.110
H -3.281873 -0.681807 -1.167138 0.027 0.009 0.004
C 0.874009 -3.312162 -0.808875 -0.110 0.036 0.018
C 1.652386 3.691786 0.639681 -0.012 -0.145 0.096
H -0.877093 -1.534628 3.225631 -0.004 0.058 -0.058
C 1.265149 2.359634 0.864243 -0.268 0.428 -0.363
C -1.763783 -1.300477 -2.569498 -0.027 0.043 -0.029
H 3.901146 0.966973 2.576431 -0.008 -0.002 -0.017
C 0.593032 -0.358946 2.122326 0.049 -0.393 0.364
H 0.160527 -3.197083 -2.838492 -0.003 0.004 0.025
H 2.461367 4.116224 1.215719 0.010 -0.020 0.009
H -0.529183 -3.410399 1.558750 0.002 -0.006 0.003
O -2.013641 0.355083 1.652088 0.145 0.049 -0.071
H 1.849613 -3.740538 -1.045498 -0.006 0.005 -0.041
C 0.196997 -1.361384 3.185194 0.018 -0.014 0.033
N -1.697748 0.640882 -1.212823 0.195 0.149 -0.094
C -1.437146 1.835240 -1.554194 -0.123 -0.071 0.121
N -0.917921 -1.889446 -1.532544 0.004 -0.086 0.239
N 0.279075 1.774178 0.161705 -0.078 0.249 -0.071
C -2.626737 -0.226416 -1.912897 0.008 -0.020 -0.037
H -0.618719 4.413384 -1.723118 0.005 0.027 -0.011
H -1.468621 -2.573494 -1.017244 -0.021 0.074 0.014
H 1.093659 -3.174266 3.578459 0.012 0.026 0.002
H 0.554517 -1.022640 4.156931 -0.055 -0.035 0.048
H 1.060223 -4.211364 1.612536 -0.028 0.014 0.015
H 3.545382 2.670389 2.811897 -0.023 0.002 -0.002
C 3.451808 1.839653 2.106906 0.043 0.050 -0.058
H -2.700792 3.421741 -2.214451 -0.003 0.014 -0.002
H -2.745945 2.010329 -3.266436 -0.012 0.000 0.016
C -2.099575 2.619449 -2.645629 -0.015 0.012 -0.041
C 0.314850 -2.527269 -1.984558 0.077 -0.058 -0.037
C 2.018938 1.549343 1.788351 0.428 -0.298 0.658
N 0.929333 -2.471072 0.401366 0.019 -0.006 0.034
C -0.360188 2.515567 -0.765766 0.038 -0.079 0.115
H 1.010331 -1.743794 -2.301575 0.010 -0.028 -0.009
N -2.662441 -0.704823 1.702469 -0.157 -0.140 0.073
H 1.232043 5.482141 -0.448327 -0.006 0.013 -0.013
H -2.382285 -2.048856 -3.073583 0.003 0.031 -0.002
N 0.971154 -2.542351 2.800867 0.054 -0.001 0.040
Fe -0.471846 -0.418034 0.265939 0.028 -0.383 -0.031
C 0.974280 4.445499 -0.282743 -0.124 -0.063 -0.090
H -1.121870 -0.839547 -3.324271 0.014 0.008 0.030
C 0.551953 -3.241471 1.614839 -0.045 -0.008 -0.089
N 1.487488 0.480719 2.325711 -0.184 0.299 -0.688
H 0.200243 -4.150633 -0.607237 0.011 0.008 -0.007
H -3.254820 0.279856 -2.643930 0.026 -0.034 -0.013
H -1.349571 3.076276 -3.290380 0.000 0.003 -0.011
```
Forces are in eV/Å.

Calculated values
Charge: +1
Calculated total energy in eV: -65885.993
Highest occupied orbital energy (alpha / beta) in eV: -10.38 / -11.47
Spin multiplicity: 5

***

ΔE to the lowest compared entry with this formula, charge and spin list, top to bottom, in kcal per mole: 36.2, 0.0, 7.5